DFT (ωB97M-V/def2-TZVPD) results for a structure of composition C43H52FeGeN6P in a non-equilibrium geometry.

```
104
Properties=species:S:1:pos:R:3:forces:R:3
Fe -0.1057 1.2499 -3.1859 1.4 0.4 -1.7
C -3.7866 0.7700 -2.6172 0.0 1.2 -0.5
C -3.4606 1.3706 -1.2286 -0.9 0.0 -0.2
C -2.0265 1.8795 -0.9747 0.4 1.3 -0.3
N -1.2515 2.3611 -2.1724 -1.1 1.0 0.1
C -1.4192 3.6041 -2.6705 -1.9 -2.2 2.9
C -2.5327 4.3404 -2.1196 0.2 -0.1 -0.1
C -2.5702 5.6522 -1.7950 0.6 1.1 0.1
C -1.6188 6.6017 -2.1989 0.3 1.0 0.8
C -0.5988 6.5132 -3.1202 -0.8 -0.6 -0.4
C -0.2332 5.4052 -3.9008 1.3 1.0 -0.8
C -0.5000 4.0450 -3.6813 2.6 -1.9 -0.9
N 0.2339 2.9649 -4.1318 -0.7 1.8 -0.5
C 1.1198 3.1752 -5.3008 -0.1 -0.3 0.0
C 1.9645 1.9892 -5.7976 -0.5 -1.5 1.4
C 2.5778 1.1009 -4.6606 -0.7 -0.8 0.3
N 1.4987 0.3974 -3.9584 -0.8 1.0 0.0
C 1.2998 -0.9252 -4.0274 1.0 -1.9 -1.4
C 2.3055 -1.9225 -4.1291 -0.4 4.2 0.4
C 2.1034 -3.2804 -4.1459 -1.8 -1.9 -0.7
C 1.0243 -3.9626 -4.6709 0.7 -0.1 -0.3
C -0.1734 -3.4450 -5.1944 0.5 -0.4 -0.2
C -0.7524 -2.2419 -4.8766 1.3 1.0 1.1
C -0.1903 -1.2377 -4.0615 1.3 -2.4 -0.7
N -0.9164 -0.4991 -3.2434 -1.0 1.7 2.5
C -1.9648 -1.1308 -2.4108 0.5 1.4 -2.4
C -3.3488 -0.6671 -2.8732 -0.9 -0.7 0.3
H -3.4963 1.4891 -3.4230 0.6 -0.6 0.6
H -4.8762 0.8640 -2.7346 0.0 -0.5 0.2
H -3.6915 0.5870 -0.4717 0.1 0.6 -0.3
H -4.2259 2.1833 -1.1138 0.8 -0.6 0.3
H -1.4559 1.0631 -0.5284 0.2 0.1 -0.3
H -2.0119 2.7198 -0.2152 -0.3 -0.8 -0.6
H -3.3212 3.7456 -1.7092 -0.2 -0.3 0.0
H -3.2932 6.0509 -1.0560 0.1 -0.6 -0.7
H -1.6188 7.5139 -1.6112 -0.2 0.2 -0.2
H -0.0476 7.4393 -3.3091 -0.1 -0.4 0.1
H 0.6025 5.6943 -4.5910 -0.9 -0.9 0.5
H 1.8668 3.9448 -5.0969 -0.3 0.6 0.1
H 0.5059 3.4140 -6.1935 0.2 0.6 0.5
H 2.7599 2.3548 -6.4109 0.6 0.5 -0.5
H 1.3399 1.3547 -6.4407 0.2 -0.1 0.3
H 3.1565 1.6739 -3.9449 0.0 0.8 0.2
H 3.3288 0.3685 -4.9954 -0.4 0.1 -0.6
H 3.3468 -1.5447 -4.0862 -0.6 -0.3 0.2
H 2.8674 -3.8771 -3.7389 1.2 -0.8 0.2
H 1.1583 -5.0244 -4.8393 0.1 -0.3 0.3
H -0.7671 -4.0911 -5.8031 -0.3 -0.6 -0.3
H -1.7674 -2.1367 -5.1615 -1.1 0.4 -0.1
H -1.7730 -0.8702 -1.3717 -0.2 -0.1 0.3
H -1.8817 -2.2021 -2.5757 -0.1 -0.3 0.3
H -4.0483 -1.3167 -2.3321 -0.3 0.1 0.2
H -3.5629 -0.9197 -3.9313 0.6 0.1 0.4
N 0.3650 -2.3660 4.0338 -0.3 0.0 0.3
P -1.2328 -2.2458 3.3021 0.8 -0.1 -0.1
C -2.2042 -3.5110 4.1695 -0.1 -1.2 -1.1
C -1.9916 -3.7821 5.5021 -0.5 0.2 1.1
C -2.8985 -4.5948 6.1783 -0.4 -0.1 0.6
C -3.8781 -5.2966 5.4934 0.2 1.0 -0.6
C -4.1056 -4.9846 4.1519 -0.3 -1.3 -1.0
C -3.2306 -4.2144 3.4335 1.9 1.9 2.6
C -1.6549 -0.7932 4.3314 -0.8 1.1 -0.6
C -1.0937 0.4258 3.8906 -0.5 -0.2 0.0
C -1.3879 1.6147 4.5874 0.8 -1.1 -1.2
C -2.1796 1.6077 5.7138 0.2 0.5 0.0
C -2.7995 0.4245 6.0676 -0.9 -0.1 1.2
C -2.6314 -0.7447 5.3466 1.5 0.0 -0.4
C 1.2833 -3.3574 3.8292 1.0 -0.2 1.2
C 2.5403 -3.2596 4.5546 -0.9 1.7 -0.2
C 3.6044 -4.0217 4.1660 0.4 -0.9 0.0
C 3.2964 -5.1007 3.2922 -0.5 0.5 -0.3
C 2.0305 -5.1665 2.7126 0.1 -0.6 -0.3
N 0.9881 -4.3419 3.0176 1.1 -0.5 -1.1
H 0.6853 -1.6690 4.6918 -0.4 0.1 -0.1
H -1.2032 -3.3170 6.1134 -0.4 0.1 -0.6
H -3.0106 -4.5488 7.2717 0.8 -0.6 -0.4
H -4.4065 -6.0747 5.9914 -0.8 -0.1 0.4
H -4.9236 -5.3833 3.5463 0.1 -0.5 0.6
H -3.2506 -4.0626 2.3900 -0.5 0.2 -1.0
H -0.5164 0.4254 2.9316 -0.3 0.2 1.1
H -0.9510 2.4938 4.1648 0.1 0.7 0.2
H -2.2901 2.5392 6.2814 -0.2 -0.5 -0.1
H -3.4265 0.4008 6.9788 0.2 0.0 -0.7
H -3.1097 -1.6673 5.6112 -0.4 0.0 0.3
H 2.5491 -2.4376 5.3121 0.6 -0.7 -0.8
H 4.6801 -3.8473 4.4515 -1.5 -0.2 0.2
H 4.0178 -5.8849 3.1066 0.1 0.3 -0.4
H 1.8715 -5.8943 1.8667 -0.1 0.6 1.3
C 4.4184 2.8998 -0.2967 -1.3 -0.4 0.6
Ge 3.8854 1.7805 1.2737 0.8 -0.4 0.5
C 3.9121 2.7177 3.0361 0.4 -1.0 -0.6
C 5.2486 0.3738 1.6145 0.1 -0.1 0.4
C 2.1854 0.9056 1.0968 -0.6 0.0 -0.7
H 5.1374 3.6317 0.0606 0.0 0.1 -0.2
H 3.4707 3.3892 -0.6464 1.1 -0.3 0.0
H 4.8579 2.2389 -1.0592 -0.3 0.4 0.2
H 4.9375 2.9898 3.2383 0.3 0.5 -0.1
H 3.6523 2.0580 3.8717 -0.4 0.0 -0.3
H 3.2609 3.5534 2.9517 -0.4 0.9 0.4
H 6.0906 0.7681 2.2443 -0.6 -0.3 -0.8
H 5.6116 -0.1179 0.6932 -0.1 0.2 0.6
H 4.7137 -0.3605 2.2469 0.3 0.1 -0.4
H 1.6847 0.7992 0.1280 0.2 0.1 0.2
H 1.6263 0.4225 1.8959 0.3 0.1 0.1
```
Forces are in eV/Å.

Summary:
**LUMO level (spin up / spin down)**: 2.05 / 1.71 eV
**Net charge**: -1
**E_tot**: -154561.32792 eV
**Multiplicity**: 5